Below is a molecular structure, C35H33F5N8STi, with properties calculated with ωB97M-V/def2-TZVPD.

Computed properties:
molar mass	740.6	g mol⁻¹
HOMO level	0.34	eV
net charge	-2
frontier orbital gap	4.01	eV
energy	-3538.644757	Ha
LUMO energy	4.35	eV

Structure (XYZ):
```
83
Properties=species:S:1:pos:R:3:mulliken_charge:R:1
Ti -0.33884 -0.64488 0.08795 -0.923
C 0.22439 0.59998 4.64109 -0.899
C 1.56681 0.97309 4.90007 -0.560
C 2.44937 1.03037 3.87303 -0.927
C 2.04273 0.72203 2.51507 0.419
N 0.72039 0.42344 2.27698 0.989
C -0.09954 0.33693 3.33319 -0.555
N 2.96396 0.76771 1.58833 -0.513
C 2.71633 0.49718 0.25889 -1.368
N 1.68709 -0.19849 -0.34207 1.482
C 1.95614 -0.26055 -1.71008 -0.886
N 1.34477 -1.02498 -2.68008 -0.329
C 0.50516 -1.98238 -2.44297 0.375
C 0.12562 -2.84088 -3.55011 -0.804
C -0.62789 -3.93991 -3.35414 -0.358
C -1.08436 -4.25070 -2.03325 -0.830
C -0.79440 -3.37618 -1.03713 -0.216
N -0.07193 -2.22925 -1.20069 0.368
C 3.12826 0.44372 -1.98531 0.143
C 3.84978 0.70608 -3.17250 0.293
C 4.99047 1.45829 -3.10021 -0.744
C 5.46733 1.95805 -1.84482 -0.563
C 4.80047 1.68908 -0.68006 -0.417
C 3.61531 0.91883 -0.73194 0.446
H -0.51147 0.49001 5.42578 0.425
H 1.88950 1.20169 5.91175 0.340
H 3.48832 1.29800 4.01794 0.460
H -1.11306 0.00584 3.11491 -0.138
H 0.49937 -2.55758 -4.52503 0.401
H -0.88893 -4.58152 -4.18941 0.343
H -1.66830 -5.13610 -1.82291 0.438
H -1.16289 -3.54112 -0.03395 0.022
H 3.48781 0.32030 -4.11945 0.397
H 5.55086 1.68106 -4.00281 0.364
H 6.37662 2.55081 -1.82540 0.373
H 5.16007 2.05056 0.27703 0.460
N 1.12500 3.08963 0.31229 0.212
C 0.59962 4.06411 1.25224 -0.882
C -0.63868 3.53069 1.96149 -0.173
C -1.69093 2.95087 1.01690 -1.138
N -1.57958 1.48965 0.77563 -0.020
H 1.00070 2.15211 0.68090 -0.678
H 2.12396 3.19208 0.17767 0.284
H 0.31921 4.97094 0.69707 0.392
H 1.32731 4.37319 2.01711 0.390
H -1.08709 4.36153 2.51609 0.424
H -0.35919 2.77544 2.69821 -0.030
H -1.64022 3.45692 0.05191 0.363
H -2.68358 3.15003 1.44109 0.532
H -2.33936 1.23670 0.15370 0.211
H -1.79094 1.02588 1.65602 0.057
N -0.67982 -1.64802 1.39757 0.777
C -0.67994 -2.64394 2.32978 -0.608
C 0.53279 -3.07511 2.89707 -0.022
C 0.54976 -4.08179 3.84542 -0.757
C -0.63070 -4.69031 4.26174 -0.462
C -1.83483 -4.26888 3.70997 -0.690
C -1.86731 -3.26026 2.75984 0.244
H 1.44384 -2.58564 2.57548 0.372
H 1.49706 -4.39395 4.27113 0.360
H -0.61168 -5.47797 5.00554 0.334
H -2.76415 -4.73210 4.02424 0.369
H -2.80290 -2.92554 2.33115 0.281
C 1.00333 2.80947 -3.07267 -0.846
S -0.66673 2.64871 -2.42913 0.231
C -1.50344 2.40030 -4.00740 -1.057
H 1.08821 3.69281 -3.70951 0.570
H 1.27213 1.90981 -3.62326 0.176
H 1.66379 2.89951 -2.21489 0.044
H -1.08463 1.53647 -4.52369 0.218
H -1.42275 3.28720 -4.63981 0.390
H -2.55620 2.20201 -3.80556 0.310
F -1.78675 -0.49055 -3.08777 -0.483
C -2.77982 -0.72676 -2.20626 0.366
C -2.52628 -0.71530 -0.84647 -0.075
C -3.65367 -0.94099 -0.08168 0.818
F -3.59542 -0.88651 1.27859 -0.451
C -4.91905 -1.19890 -0.58739 0.118
F -5.97596 -1.41789 0.22332 -0.362
C -5.10233 -1.21657 -1.95470 0.852
F -6.32002 -1.45533 -2.47896 -0.359
C -4.02018 -0.96852 -2.77588 0.247
F -4.19792 -0.96373 -4.11184 -0.355
```

=====

Below is 2 unconnected molecules or ions with the total composition C3H11NOS2, with properties calculated with ωB97M-V/def2-TZVPD.

Computed properties:
molar mass	141.3	g mol⁻¹
HOMO level	-7.97	eV
SMILES string	CNCCSS.O
net charge	0
frontier orbital gap	8.51	eV
energy	-1047.226895	Ha
LUMO energy	0.54	eV

Structure (XYZ):
```
18
Properties=species:S:1:pos:R:3:nbo_charge:R:1
C -1.96542 -1.36306 1.60001 -0.408
N -0.96924 -0.32619 1.56961 -0.655
C -0.81133 0.50821 0.39239 -0.228
C 0.45908 0.14941 -0.38330 -0.494
S 1.89125 1.04372 0.40271 0.039
S 3.09867 -0.64855 0.71978 -0.159
H -1.60297 -2.22086 2.13812 0.190
H -2.86185 -1.09811 2.17422 0.170
H -2.27958 -1.74877 0.64581 0.196
H -0.85114 0.16841 2.43308 0.375
H -0.78068 1.52606 0.73231 0.199
H -1.64335 0.36157 -0.29798 0.184
H 0.70949 -0.90486 -0.30102 0.235
H 0.41864 0.60678 -1.36092 0.218
H 4.25378 0.00214 0.90971 0.138
O -5.51220 0.38424 -4.46008 -0.930
H -5.12178 -0.49096 -4.36282 0.464
H -6.42260 0.21412 -4.18348 0.465
```

=====

Below is C4H8N2S in the gas phase, with properties calculated with ωB97M-V/def2-TZVPD.

Computed properties:
molar mass	116.2	g mol⁻¹
HOMO level	-8.16	eV
SMILES string	C/C(=N/S)[C@H]1CN1
net charge	0
frontier orbital gap	8.81	eV
energy	-664.787447	Ha
LUMO energy	0.65	eV

Structure (XYZ):
```
15
Properties=species:S:1:pos:R:3:nbo_charge:R:1
C 1.54717 -1.17196 0.84887 -0.664
C 0.78779 -0.01668 0.40540 0.215
N 1.25908 1.20710 0.61347 -0.590
S 0.94266 2.66494 -0.12068 0.237
C -0.39863 -0.34029 -0.28839 -0.163
C -1.82768 0.09491 -0.03358 -0.249
N -1.12941 0.59756 -1.18522 -0.578
H 1.15882 -1.65694 1.84967 0.235
H 2.61469 -0.83225 1.03635 0.244
H 1.78032 -1.81305 0.01745 0.229
H -0.14713 2.46502 -0.79541 0.103
H -0.39598 -1.35828 -0.64460 0.200
H -2.52175 -0.75569 -0.40620 0.200
H -2.13111 0.97177 0.65982 0.230
H -1.53884 -0.05615 -1.95694 0.352
```

=====

Below is 2 unconnected molecules or ions with the total composition C14H17FN4O3, with properties calculated with ωB97M-V/def2-TZVPD.

Computed properties:
molar mass	308.3	g mol⁻¹
HOMO level	-9.00	eV
SMILES string	O=C(F)NC(=O)c1ccc2nccnc2c1.COC[C@@H](C)N
net charge	0
frontier orbital gap	8.25	eV
energy	-1088.257168	Ha
LUMO energy	-0.76	eV

Structure (XYZ):
```
39
Properties=species:S:1:pos:R:3:nbo_charge:R:1
O 0.78157 -0.47040 -0.84651 -0.507
C 0.45823 -0.08283 0.22889 0.950
F 1.41585 0.09580 1.18152 -0.333
N -0.88594 0.24727 0.59220 -0.696
C -1.57095 -0.91181 1.20238 0.693
O -2.35723 -1.59156 0.61749 -0.449
C -1.25350 -1.19023 2.68123 -0.154
C -2.14020 -0.78502 3.74760 -0.189
C -1.76088 -1.04687 5.03079 -0.202
C -0.52523 -1.70362 5.33894 0.161
N -0.22643 -1.89885 6.65608 -0.361
C 0.91349 -2.52144 6.83716 0.006
C 1.75140 -2.95686 5.75716 0.015
N 1.50311 -2.79473 4.47812 -0.338
C 0.32362 -2.13158 4.30263 0.081
C -0.09051 -1.84745 2.96024 -0.165
H -0.76115 0.90123 1.37389 0.389
H -3.08049 -0.27901 3.51506 0.230
H -2.41660 -0.73823 5.84979 0.236
H 1.23998 -2.70369 7.86553 0.204
H 2.69323 -3.45559 6.02043 0.200
H 0.56209 -2.14729 2.13702 0.232
C 1.35253 3.50798 -4.29751 -0.248
O 1.18973 2.74399 -5.47786 -0.549
C 1.18245 1.33993 -5.28130 -0.074
C -0.15722 0.76466 -4.79335 -0.082
C -0.43599 1.02700 -3.31643 -0.617
N -1.28512 1.26688 -5.58703 -0.822
H 2.01676 3.01665 -3.58075 0.169
H 0.38472 3.71547 -3.83625 0.165
H 1.79416 4.46493 -4.57886 0.187
H 1.39304 0.90932 -6.26449 0.181
H 2.00965 1.03934 -4.62524 0.164
H -0.10776 -0.32074 -4.92308 0.190
H -0.76892 2.04934 -3.13134 0.195
H -1.22771 0.36815 -2.95862 0.225
H 0.44882 0.84016 -2.71124 0.214
H -1.14851 0.99798 -6.55810 0.348
H -1.21409 2.28172 -5.60621 0.353
```

=====

Below is C2H3Br2N in the gas phase, with properties calculated with ωB97M-V/def2-TZVPD.

Computed properties:
molar mass	200.9	g mol⁻¹
HOMO level	-10.06	eV
SMILES string	CN=C(Br)Br
net charge	0
frontier orbital gap	10.14	eV
energy	-5280.753091	Ha
LUMO energy	0.08	eV

Structure (XYZ):
```
8
Properties=species:S:1:pos:R:3:nbo_charge:R:1
C 0.74417 0.89064 -0.09932 -0.431
N 0.42165 -0.41843 0.26620 -0.433
C -0.61087 -1.09042 0.24959 0.174
Br -0.82348 -2.93710 0.74712 0.114
Br -2.31347 -0.29792 -0.46683 -0.062
H 1.27315 1.01380 -1.08752 0.224
H 1.36177 1.35021 0.62701 0.217
H -0.05292 1.48922 -0.23624 0.197
```

=====

Below is a molecular structure, C4HLaLiO5, with properties calculated with ωB97M-V/def2-TZVPD.

Computed properties:
molar mass	274.9	g mol⁻¹
HOMO level (spin up / spin down)	-14.19 / -17.08	eV
2S+1	2
<S²>	0.75
net charge	+2
frontier orbital gap (spin up / spin down)	4.53 / 7.44	eV
energy	-567.639971	Ha
LUMO energy (spin up / spin down)	-9.65 / -9.63	eV

Structure (XYZ):
```
12
Properties=species:S:1:pos:R:3:lowdin_spin:R:1
O -1.26381 -0.55482 -0.88525 0.010
O -0.35058 1.21761 0.22518 0.001
O 0.88229 -0.46346 -0.47800 0.013
C -1.33332 3.00903 1.19822 0.000
C -1.51756 2.02968 0.16753 0.006
C -0.27103 0.05727 -0.41906 0.021
H -2.13327 3.76405 1.28779 0.000
La 0.01794 -2.60124 -1.95593 0.945
O 2.50113 0.64860 2.27472 0.000
C 3.12701 -0.04242 2.91711 0.000
O -0.32765 3.10929 1.95596 0.004
Li 1.04195 1.90796 1.45997 0.000
```